The following is a quantum chemistry calculation of C42H43IrN4O2P2S2 as an isolated structure, from the Open Molecules 2025 dataset.

Each line ends with the Löwdin charge.
Geometry (Å):
Ir  0.56  -1.39  1.20  1.0302
C  1.72  -1.82  4.27  -0.0836
N  2.04  -2.26  2.89  -0.2273
C  3.36  -1.69  2.54  -0.1645
C  3.56  -1.77  1.06  -0.1509
N  2.55  -0.90  0.36  -0.2366
C  2.74  -1.26  -1.08  -0.0906
C  2.94  0.51  0.61  -0.2996
C  4.01  1.07  -0.08  -0.0212
C  4.40  2.37  0.19  -0.0547
C  3.74  3.11  1.17  -0.0574
C  2.68  2.55  1.85  -0.0993
C  2.26  1.24  1.58  -0.6029
S  0.81  0.65  2.38  0.6983
C  2.11  -3.73  2.74  -0.2820
C  2.82  -4.48  3.68  -0.0338
C  2.95  -5.85  3.56  -0.0639
C  2.38  -6.49  2.47  -0.0651
C  1.71  -5.76  1.51  -0.1062
C  1.57  -4.37  1.62  -0.5932
S  0.75  -3.55  0.28  0.6840
H  2.03  -2.55  5.01  0.0876
H  0.67  -1.59  4.39  0.0547
H  2.24  -0.88  4.47  0.0785
H  4.16  -2.23  3.05  0.1461
H  3.38  -0.65  2.86  0.1093
H  3.42  -2.79  0.70  0.1150
H  4.55  -1.42  0.79  0.1423
H  3.80  -1.30  -1.31  0.0985
H  2.27  -0.54  -1.74  0.0711
H  2.32  -2.25  -1.24  0.0297
H  4.54  0.52  -0.83  0.1141
H  5.23  2.81  -0.36  0.1132
H  4.04  4.13  1.38  0.1151
H  2.14  3.12  2.59  0.1106
H  3.28  -3.98  4.53  0.1132
H  3.50  -6.41  4.30  0.1118
H  2.47  -7.56  2.36  0.1141
H  1.27  -6.25  0.65  0.1065
N  -0.81  -2.86  2.84  0.0046
N  -2.17  -2.60  2.69  0.0357
C  -2.54  -2.07  1.47  -0.6614
O  -3.69  -2.00  1.11  0.1274
O  -1.51  -1.63  0.76  -0.3865
H  -0.57  -3.79  2.50  0.0726
H  -0.57  -2.79  3.81  0.0867
H  -2.83  -3.23  3.11  0.1594
C  0.33  1.29  -1.03  -0.4607
P  -0.75  0.02  -0.28  0.9517
C  -1.37  -0.90  -1.72  -0.3126
C  -2.74  -0.97  -1.97  -0.0524
C  -3.20  -1.69  -3.06  -0.0486
C  -2.30  -2.38  -3.88  -0.0722
C  -0.94  -2.33  -3.61  -0.0702
C  -0.48  -1.58  -2.53  -0.1097
C  -2.07  0.97  0.52  -0.3245
C  -2.79  1.83  -0.29  -0.1007
C  -3.81  2.60  0.24  -0.0493
C  -4.11  2.53  1.59  -0.0547
C  -3.40  1.66  2.41  -0.0487
C  -2.39  0.87  1.88  -0.1217
P  0.09  2.58  -2.37  1.0874
C  -1.27  2.05  -3.48  -0.3967
C  -0.95  1.03  -4.37  -0.1240
C  -1.87  0.57  -5.30  -0.0863
C  -3.13  1.16  -5.37  -0.0753
C  -3.45  2.20  -4.52  -0.0668
C  -2.53  2.64  -3.58  -0.1122
C  -0.57  4.04  -1.48  -0.3945
C  -0.85  5.16  -2.27  -0.1193
C  -1.24  6.36  -1.69  -0.0748
C  -1.33  6.47  -0.31  -0.0791
C  -1.04  5.37  0.48  -0.0747
C  -0.66  4.17  -0.10  -0.1019
H  1.19  0.75  -1.40  -0.0104
H  0.72  1.88  -0.20  0.0125
H  -3.45  -0.49  -1.32  0.1114
H  -4.26  -1.74  -3.26  0.1171
H  -2.67  -2.95  -4.72  0.1133
H  -0.24  -2.87  -4.23  0.1137
H  0.58  -1.56  -2.33  0.0700
H  -2.57  1.89  -1.34  0.0697
H  -4.37  3.27  -0.41  0.1152
H  -4.90  3.13  2.01  0.1113
H  -3.63  1.58  3.46  0.1131
H  -1.86  0.19  2.52  0.0650
H  0.04  0.58  -4.35  0.1006
H  -1.61  -0.23  -5.98  0.1097
H  -3.85  0.82  -6.11  0.1085
H  -4.42  2.68  -4.58  0.1084
H  -2.79  3.47  -2.92  0.0978
H  -0.75  5.10  -3.35  0.1087
H  -1.45  7.21  -2.32  0.1080
H  -1.63  7.40  0.14  0.1060
H  -1.11  5.44  1.56  0.1073
H  -0.47  3.32  0.55  0.0859

Its energy is -97389.206 eV. As for the expectation value of S²: 0.756. As for the multiplicity: 2. The HOMO-LUMO gap (spin up / spin down) is 6.739 / 5.585 eV. Its net charge is +1. As for the LUMO energy (spin up / spin down): -3.3438 / -4.4972 eV.